Formula: C81H178F24N13O23S8
Source: the Open Molecules 2025 dataset
Level of theory: the ωB97M-V functional and the def2-TZVPD basis

Results
Kohn-Sham gap, eV: 9.0
Total charge: +5

```
327
C81H178F24N13O23S8 the ωB97M-V functional and the def2-TZVPD basis
C -6.94798 -4.05916 11.31957
C -7.30678 -3.75904 9.80879
C -6.65010 -2.51685 9.27613
N -7.02885 -2.08662 7.87979
C -6.70634 -3.12086 6.90775
C -6.18850 -0.83525 7.58555
C -7.19796 0.28942 7.61162
C -8.42022 -0.36119 7.04152
C -8.46703 -1.67979 7.78052
H -6.92373 -3.15585 11.92124
H -5.98859 -4.54178 11.51264
H -7.65475 -4.72609 11.85925
H -8.36850 -3.73538 9.63162
H -7.11088 -4.61492 9.09158
H -5.59945 -2.55770 9.37459
H -6.96240 -1.70694 9.91233
H -7.31351 -4.00678 6.95322
H -5.69499 -3.53351 7.02981
H -6.82414 -2.73569 5.88529
H -5.80161 -1.05412 6.54057
H -5.48970 -0.77614 8.43101
H -6.94103 1.16728 7.03801
H -7.35542 0.65148 8.59991
H -8.21938 -0.45714 6.01233
H -9.37253 0.15708 7.15588
H -9.02375 -2.49274 7.33959
H -8.75427 -1.48605 8.80907
C -0.46247 6.76049 6.12788
C -1.18274 8.08935 6.25105
C -0.30375 9.35570 6.43919
C 0.31889 9.30934 7.76846
N 1.37708 10.38842 7.98441
C 2.50683 10.31665 6.97776
C 3.69048 11.03165 7.68656
C 3.42784 10.77873 9.20954
C 2.08471 10.07139 9.29785
C 0.76505 11.71199 8.10650
H 0.05498 6.36683 7.01032
H 0.16001 6.67182 5.24893
H -1.25163 5.98457 6.00100
H -1.95241 8.09041 7.04072
H -1.66362 8.22899 5.25615
H -0.85877 10.22968 6.11041
H 0.48435 9.24626 5.63986
H 0.75658 8.34217 7.93379
H -0.41632 9.49573 8.59490
H 2.26746 10.72386 6.00471
H 2.59520 9.22021 6.95077
H 3.75842 12.06132 7.37420
H 4.60894 10.49075 7.43276
H 3.31293 11.75723 9.73144
H 4.28759 10.28943 9.72016
H 1.43963 10.44683 10.08405
H 2.17134 8.94797 9.22750
H 1.38806 12.52209 8.47341
H 0.01176 11.71068 8.85476
H 0.39262 12.07150 7.19758
C -10.30187 -1.35079 -3.13765
C -10.43831 0.08972 -3.51077
N -10.34190 0.39287 -4.96731
C -11.55822 -0.32120 -5.61452
C -10.42884 1.91947 -5.19042
C -11.73735 2.56644 -4.72865
C -9.08785 -0.15158 -5.65296
C -7.74977 0.57066 -5.28280
O -7.64987 0.52461 -3.90399
C -6.77634 -0.36701 -3.34142
H -10.96175 -2.01935 -3.62801
H -10.53910 -1.48997 -2.05905
H -9.25691 -1.66511 -3.29578
H -9.74634 0.70956 -2.93329
H -11.45429 0.44940 -3.21998
H -12.49120 0.02240 -5.13020
H -11.27384 -1.35268 -5.53499
H -11.56636 -0.08069 -6.66438
H -10.30752 1.94886 -6.27315
H -9.59563 2.42062 -4.73520
H -12.54673 2.40043 -5.46433
H -11.48654 3.57426 -4.66902
H -11.98892 2.25247 -3.74069
H -9.10941 -0.09346 -6.74168
H -9.19163 -1.23719 -5.37930
H -7.72426 1.58461 -5.67778
H -6.87185 0.14996 -5.68065
H -5.77160 -0.21000 -3.75738
H -7.07679 -1.40890 -3.52404
H -6.62402 -0.25559 -2.26357
C -4.96277 -11.90012 -1.20672
C -3.74213 -11.17894 -1.68238
N -2.94873 -10.36052 -0.63678
C -3.93512 -9.49358 0.14941
C -2.22556 -11.31003 0.31942
C -1.21031 -10.76455 1.36462
C -1.99784 -9.42553 -1.30763
C -2.52360 -8.27103 -2.17673
O -2.95135 -7.19912 -1.35530
C -2.00332 -6.04281 -1.42683
H -5.73108 -11.28883 -0.63534
H -4.59204 -12.66546 -0.54232
H -5.34955 -12.42634 -2.04601
H -4.01262 -10.52920 -2.51597
H -2.94569 -11.83675 -2.09620
H -4.49059 -8.85837 -0.51450
H -3.34917 -8.92144 0.87031
H -4.57200 -10.20651 0.68745
H -1.74331 -12.03148 -0.27008
H -3.01330 -11.92943 0.77283
H -1.61196 -9.81512 1.76033
H -0.29634 -10.44025 0.88659
H -1.04682 -11.57213 2.08591
H -1.43990 -10.06812 -1.92374
H -1.29110 -9.00079 -0.56638
H -3.32418 -8.48333 -2.90216
H -1.73691 -7.98364 -2.88263
H -0.98083 -6.44525 -1.19673
H -2.13632 -5.44426 -0.53174
H -1.99799 -5.54687 -2.39255
C 0.83370 10.75121 -4.73472
C 0.75930 9.97610 -3.46672
N 1.90375 8.93296 -3.30185
C 3.21032 9.65865 -3.06255
C 1.62675 8.10544 -2.03999
C 2.54351 6.92123 -1.72235
C 2.01494 8.01888 -4.48958
C 0.86962 7.13855 -4.80744
O -0.24782 7.87665 -5.28378
C -1.36870 7.04868 -5.59075
H 1.86711 11.12215 -4.96019
H 0.11096 11.59071 -4.76423
H 0.58741 10.06646 -5.53641
H -0.21476 9.52552 -3.25896
H 0.83969 10.60697 -2.57966
H 3.98735 8.91477 -3.05593
H 3.19114 10.25956 -2.11489
H 3.30675 10.46194 -3.84752
H 0.55893 7.74623 -2.11726
H 1.64959 8.79753 -1.25862
H 2.55992 6.18228 -2.52241
H 2.25910 6.46613 -0.79467
H 3.50612 7.28672 -1.59423
H 2.92950 7.43847 -4.36439
H 2.30140 8.71501 -5.29335
H 0.63728 6.50881 -3.91247
H 1.20477 6.41028 -5.56002
H -1.07844 6.27188 -6.34497
H -2.02758 7.78329 -6.15910
H -1.70467 6.62723 -4.62183
C 10.35843 1.59879 -4.53355
C 9.50282 0.57395 -5.17694
N 8.64785 -0.27078 -4.22512
C 8.05365 0.73073 -3.23502
C 7.54322 -0.82634 -4.97388
C 7.87159 -1.95260 -5.94416
C 9.44591 -1.32249 -3.55463
C 8.68293 -2.44072 -2.87980
O 8.21931 -1.90578 -1.66639
C 7.71183 -2.87973 -0.78061
H 10.98163 1.24101 -3.72501
H 9.66540 2.32445 -4.14223
H 11.01840 1.99196 -5.28929
H 10.14685 -0.13173 -5.67485
H 8.89497 1.02571 -5.99119
H 7.48875 1.46974 -3.80376
H 8.79160 1.21769 -2.61333
H 7.47946 0.21923 -2.49874
H 7.09776 0.08396 -5.40009
H 6.86100 -1.18320 -4.24138
H 6.90905 -2.07445 -6.46130
H 8.12834 -2.86252 -5.37367
H 8.65354 -1.82603 -6.64285
H 10.09384 -0.95393 -2.78711
H 10.04177 -1.90368 -4.27591
H 9.31364 -3.33860 -2.69863
H 7.82245 -2.83936 -3.46296
H 8.53121 -3.58483 -0.62352
H 6.93944 -3.37111 -1.28484
H 7.35283 -2.29801 0.03504
C 3.98286 -3.68265 8.39301
C 3.37409 -2.39060 7.91986
N 2.08001 -2.50438 7.13290
C 1.04340 -3.26020 7.95957
C 1.62730 -1.13886 6.77870
C 1.47630 -0.16466 7.87739
C 2.26338 -3.18542 5.76590
C 3.50942 -2.95859 5.00064
O 4.63249 -3.78641 5.40131
C 5.79198 -3.61374 4.58181
H 4.34894 -4.23154 7.54517
H 3.42167 -4.32852 9.09786
H 4.87141 -3.32397 8.95701
H 4.14581 -2.03301 7.22788
H 3.20733 -1.71316 8.78980
H 0.24268 -3.57965 7.36701
H 0.68338 -2.67572 8.78401
H 1.62546 -4.12631 8.33282
H 0.66686 -1.13744 6.25100
H 2.39355 -0.79301 6.07125
H 0.92942 0.76570 7.54035
H 2.38155 0.18079 8.22603
H 0.94942 -0.59682 8.74980
H 1.46198 -2.80254 5.14781
H 2.11736 -4.26969 5.91217
H 3.79912 -1.88531 4.95021
H 3.32921 -3.26505 3.93830
H 6.07956 -2.57375 4.55773
H 5.66224 -4.00299 3.53553
H 6.51452 -4.24078 5.09676
C -0.75135 -0.22045 -6.97997
C 0.23597 -1.37925 -7.04500
N 0.65115 -1.78737 -8.52399
C 1.36715 -0.62911 -9.14633
C 1.60453 -2.94720 -8.33810
C 1.86758 -3.79874 -9.60654
C -0.56640 -2.20221 -9.27312
C -1.27737 -3.42147 -8.77325
O -2.14988 -3.03539 -7.73848
C -2.74549 -4.18950 -7.18813
H -1.70415 -0.47916 -7.34870
H -0.40770 0.66952 -7.50857
H -0.96421 -0.04481 -5.91644
H -0.10508 -2.30825 -6.56508
H 1.13409 -1.08866 -6.56115
H 2.06555 -0.32062 -8.42320
H 0.62986 0.06659 -9.42973
H 1.88873 -1.07370 -10.00302
H 1.18906 -3.58631 -7.56596
H 2.41747 -2.46122 -7.85087
H 0.96838 -4.09141 -10.16439
H 2.43179 -4.69512 -9.30302
H 2.47287 -3.21931 -10.33447
H -0.22859 -2.49018 -10.26424
H -1.19423 -1.30989 -9.32812
H -0.66248 -4.29519 -8.41581
H -1.88012 -3.70019 -9.65417
H -3.72775 -3.94403 -6.80807
H -2.12755 -4.58933 -6.40780
H -2.75422 -4.93165 -7.98169
C 1.22478 1.39284 -0.27244
C 1.10927 -0.10338 0.04299
N 1.95153 -0.97487 -0.88753
C 3.37292 -0.53917 -0.87082
C 1.88906 -2.34696 -0.25326
C 2.47625 -2.55125 1.09649
C 1.42418 -1.20604 -2.29765
C -0.04356 -0.98687 -2.49407
O -0.88637 -1.91869 -1.62356
C -2.23947 -1.78206 -1.85305
H 2.28662 1.69571 -0.12912
H 0.67183 1.89437 0.50757
H 0.81705 1.56301 -1.26284
H 0.13235 -0.53669 0.00809
H 1.47131 -0.25247 1.05919
H 3.72765 -0.22653 0.13457
H 3.57215 0.22519 -1.62171
H 3.82529 -1.41418 -1.20315
H 2.40083 -3.05741 -0.91730
H 0.82912 -2.58954 -0.34310
H 3.54812 -2.22875 1.05373
H 2.42364 -3.63082 1.32174
H 1.98136 -1.99964 1.91432
H 1.69951 -2.20688 -2.60405
H 1.92916 -0.47200 -2.91179
H -0.28606 -1.11935 -3.52698
H -0.33408 0.05715 -2.25138
H -2.54523 -0.76872 -2.15198
H -2.71034 -1.91956 -0.87931
H -2.58760 -2.49893 -2.54119
C 1.57059 -6.57843 -4.87906
F 2.52988 -7.09261 -4.11375
F 1.99127 -6.66920 -6.12135
F 0.42743 -7.30152 -4.76676
S 1.13593 -4.87875 -4.28419
O 0.64774 -4.24186 -5.46394
O 0.18452 -5.07857 -3.24828
N 2.39862 -4.29048 -3.68276
S 3.44941 -3.32864 -4.29375
O 3.09990 -2.84124 -5.62624
O 3.86318 -2.27529 -3.38534
C 4.96916 -4.32048 -4.58195
F 4.71572 -5.22188 -5.49378
F 5.91870 -3.40636 -5.00137
F 5.35407 -4.96441 -3.47553
C 2.42472 4.07256 5.44808
F 3.44762 3.64343 6.17581
F 1.37556 4.12241 6.26744
F 2.70583 5.23850 4.93282
S 2.18304 2.88354 4.00018
O 1.46400 1.82294 4.66095
O 1.45477 3.71419 3.05769
N 3.61743 2.51968 3.56661
S 3.99532 1.00540 3.39413
O 3.97124 0.24342 4.58434
O 3.44791 0.31527 2.25121
C 5.76875 1.28123 2.91787
F 5.76110 1.97299 1.79574
F 6.45972 1.91172 3.78272
F 6.31079 0.03991 2.69038
C -1.41382 0.47207 3.12383
F -2.63656 0.94469 2.84069
F -0.59541 0.95196 2.11439
F -1.09999 1.02733 4.26868
S -1.21707 -1.32930 3.20173
O -2.05255 -1.83616 2.17158
O 0.21271 -1.48910 3.08679
N -1.64402 -1.82201 4.60888
S -2.90492 -1.62881 5.47479
O -3.80403 -0.54400 5.12159
O -3.50449 -2.90214 5.89878
C -2.15806 -0.96259 6.97690
F -1.17249 -1.72881 7.29628
F -1.61823 0.22200 6.70295
F -2.87837 -0.86190 8.04253
C 1.74087 3.12187 -5.93988
F 2.36215 4.11291 -6.54865
F 0.38956 3.32710 -5.93454
F 1.93298 1.96181 -6.63516
S 2.22508 2.96825 -4.15364
O 1.83035 4.21725 -3.49870
O 1.55832 1.73604 -3.82832
N 3.78637 2.69122 -4.23243
S 4.96376 3.68323 -3.92445
O 6.20705 3.20449 -4.39998
O 4.62976 5.01525 -4.23167
C 5.08371 3.41490 -2.04951
F 5.63798 2.22321 -1.67085
F 5.75751 4.48578 -1.50924
F 3.81074 3.51801 -1.51030
```